1.
# C2H5IO

A cluster of 2 separate species, C2H5IO in total at a distorted geometry (ωB97M-V/def2-TZVPD, the OMol25 dataset).

Geometry as ORCA input:
```
! wB97M-V def2-TZVPD RIJCOSX def2/J DEFGRID3
* xyz 0 1
C 0.135 -0.133 -1.357
C 0.758 0.010 -0.200
I 2.835 -0.638 -0.136
H 0.451 -0.685 -2.227
H -0.932 0.140 -1.234
H 0.308 0.022 0.764
O -1.641 0.562 2.309
H -2.127 1.317 2.679
H -1.463 -0.274 2.900
*
```

## Properties
Structure (SMILES): C=CI.O
E_HOMO in eV: -9.0
Kohn-Sham gap in eV: 9.50
Energy in eV: -12301.563

***

2.
# C2H5IO2

The molecule C2H5IO2 at a distorted geometry (ωB97M-V/def2-TZVPD, the OMol25 dataset).

Geometry as ORCA input:
```
! wB97M-V def2-TZVPD RIJCOSX def2/J DEFGRID3
* xyz 0 1
C -0.929 -0.965 0.761
O -0.508 -0.212 -0.375
C 0.449 0.782 -0.255
O 0.578 1.671 -1.431
I 2.458 -0.402 -0.157
H -1.412 -0.317 1.455
H -0.049 -1.502 1.110
H -1.645 -1.638 0.444
H 0.414 1.503 0.646
H 0.643 1.080 -2.198
*
```

## Properties
Structure (SMILES): CO[C@H](O)I
E_HOMO in eV: -9.4
Kohn-Sham gap in eV: 9.62
Energy in eV: -14349.483

***

3.
# C2H5IOS

A cluster of 2 separate species, C2H5IOS in total at a distorted geometry (ωB97M-V/def2-TZVPD, the OMol25 dataset).

Geometry as ORCA input:
```
! wB97M-V def2-TZVPD RIJCOSX def2/J DEFGRID3
* xyz 0 3
C 0.330 0.357 -0.330
C -0.807 -0.282 0.319
O -3.739 -0.828 -0.947
S -2.561 -0.237 -1.525
I -2.768 2.207 -1.542
H 0.327 -0.307 -1.165
H 0.414 1.403 -0.645
H 1.189 0.292 0.341
H -1.203 0.235 1.172
H -0.934 -1.361 0.372
*
```

## Properties
E_HOMO (alpha / beta) in eV: -7.1 / -10.1
Kohn-Sham gap (alpha / beta) in eV: 6.24 / 8.17
Energy in eV: -23134.376

***

4.
# C2H5IP2

A structure of composition C2H5IP2 at a distorted geometry (ωB97M-V/def2-TZVPD, the OMol25 dataset).

Geometry as ORCA input:
```
! wB97M-V def2-TZVPD RIJCOSX def2/J DEFGRID3
* xyz 0 3
C 0.028 0.391 -1.510
C -0.388 -0.277 -2.554
P 0.200 1.225 -0.018
P 1.892 -0.021 0.607
I -1.053 0.758 2.981
H -2.043 0.583 4.339
H -0.033 -0.176 -3.524
H -1.098 -1.031 -2.442
H 1.287 -1.273 0.218
H 1.207 -0.177 1.902
*
```

## Properties
E_HOMO (alpha / beta) in eV: -6.4 / -9.2
Kohn-Sham gap (alpha / beta) in eV: 6.83 / 6.74
Energy in eV: -28827.671

***

5.
# C2H5N2

The ion C2H5N2 with charge +1 at a distorted geometry (ωB97M-V/def2-TZVPD, the OMol25 dataset).

Geometry as ORCA input:
```
! wB97M-V def2-TZVPD RIJCOSX def2/J DEFGRID3
* xyz 1 1
C -1.223 0.214 -0.208
C -0.050 -0.433 0.441
N 1.051 -0.093 0.240
N 2.160 0.038 -0.216
H -1.095 1.272 -0.400
H -2.275 0.088 0.187
H -1.242 -0.328 -1.177
H -0.239 -1.330 0.887
H 2.913 0.572 0.246
*
```

## Properties
Structure (SMILES): CC=[N+]=N
E_HOMO in eV: -16.7
Kohn-Sham gap in eV: 10.28
Energy in eV: -5124.724

***

6.
# C2H5N2

A structure of composition C2H5N2 at a distorted geometry (ωB97M-V/def2-TZVPD, the OMol25 dataset).

Geometry as ORCA input:
```
! wB97M-V def2-TZVPD RIJCOSX def2/J DEFGRID3
* xyz 1 1
C 0.065 1.123 -0.010
C -0.120 -0.842 -0.074
N 0.978 0.179 0.063
N -1.010 0.336 -0.137
H -0.059 2.229 0.234
H -0.066 -1.498 -0.937
H -0.196 -1.335 0.860
H 2.164 -0.202 -0.146
H -1.908 0.426 0.124
*
```

## Properties
E_HOMO in eV: -16.3
Kohn-Sham gap in eV: 11.92
Energy in eV: -5125.750

***

7.
# C2H5N2

A cluster of 2 separate species, C2H5N2 in total at a distorted geometry (ωB97M-V/def2-TZVPD, the OMol25 dataset).

Geometry as ORCA input:
```
! wB97M-V def2-TZVPD RIJCOSX def2/J DEFGRID3
* xyz 1 1
C -1.203 -0.251 -0.575
C 0.142 -0.422 -0.737
N 1.384 0.519 0.580
N 1.212 0.838 1.642
H -1.828 0.546 -1.212
H 0.649 0.125 -1.644
H -1.884 -0.837 -0.082
H 0.613 -1.369 -0.555
H 0.916 0.852 2.584
*
```

## Properties
E_HOMO (alpha / beta) in eV: -14.8 / -14.8
Kohn-Sham gap (alpha / beta) in eV: 8.14 / 8.14
Energy in eV: -5123.293

***

8.
# C2H5N2

The ion C2H5N2 with charge +1 at a distorted geometry (ωB97M-V/def2-TZVPD, the OMol25 dataset).

Geometry as ORCA input:
```
! wB97M-V def2-TZVPD RIJCOSX def2/J DEFGRID3
* xyz 1 1
C 0.804 0.767 -0.044
N -0.567 0.831 -0.063
C -0.753 -0.608 -0.017
N 0.881 -0.550 -0.055
H 1.664 1.442 -0.033
H -1.241 1.566 0.206
H -0.953 -1.110 -0.961
H -1.296 -1.108 0.734
H 1.460 -1.231 0.232
*
```

## Properties
Structure (SMILES): C1=[NH+]CN1
E_HOMO in eV: -16.1
Kohn-Sham gap in eV: 11.53
Energy in eV: -5126.352

***

Question: What is the energy in the sixth record?
Answer: -5125.750 eV

***

Please write out number 3 again, unchanged.
# C2H5IOS

A cluster of 2 separate species, C2H5IOS in total at a distorted geometry (ωB97M-V/def2-TZVPD, the OMol25 dataset).

Geometry as ORCA input:
```
! wB97M-V def2-TZVPD RIJCOSX def2/J DEFGRID3
* xyz 0 3
C 0.330 0.357 -0.330
C -0.807 -0.282 0.319
O -3.739 -0.828 -0.947
S -2.561 -0.237 -1.525
I -2.768 2.207 -1.542
H 0.327 -0.307 -1.165
H 0.414 1.403 -0.645
H 1.189 0.292 0.341
H -1.203 0.235 1.172
H -0.934 -1.361 0.372
*
```

## Properties
E_HOMO (alpha / beta) in eV: -7.1 / -10.1
Kohn-Sham gap (alpha / beta) in eV: 6.24 / 8.17
Energy in eV: -23134.376